# 1
A 5-piece molecular cluster, C42H73F3N5O11PS2 overall at a distorted geometry. Source: OMol25; level of theory: ωB97M-V/def2-TZVPD.

Structure (ORCA input):
```
! RIJCOSX wB97M-V def2-TZVPD def2/J DEFGRID3
* xyz 0 1
S 2.556 0.047 1.133
S 0.486 -4.173 2.710
P -0.453 0.471 2.344
F 4.393 2.963 1.707
F 5.217 4.158 0.133
F 3.089 3.849 0.248
O 2.504 0.902 2.277
O 1.516 3.455 -1.924
O 6.739 1.762 6.299
O 1.275 6.363 -4.728
O 3.823 -0.580 0.922
O -0.129 -7.482 1.195
O 0.948 -2.698 -2.405
O 1.491 -1.136 1.227
O -10.330 2.847 -0.374
O -0.204 -0.318 3.759
O 1.512 -0.578 -2.128
N -0.635 -2.044 1.359
N 5.082 -0.557 6.746
N 2.668 8.415 -6.203
N 0.699 -10.048 2.216
N -8.984 0.477 0.556
C -0.095 -2.945 1.965
C -10.440 0.487 0.390
C -10.705 2.869 -1.738
C -1.170 -1.170 -1.191
C 2.977 -3.349 -0.335
C -3.318 -0.046 -1.794
C -2.650 -0.958 -0.971
C -1.048 -10.493 0.581
C 0.921 0.337 -1.170
C 5.395 -2.624 -1.453
C -1.045 -8.296 1.899
C -2.267 0.490 2.216
C 0.235 2.863 -1.771
C -0.341 -7.396 -0.202
C 0.267 1.386 -2.115
C 4.218 -2.097 -1.964
C 0.107 -0.799 1.058
C 4.265 3.231 0.408
C 1.722 -1.920 -1.951
C 1.570 5.023 -5.082
C 4.309 6.684 -5.719
C 2.991 -2.444 -1.395
C -0.246 -0.253 -0.338
C 5.379 -3.504 -0.371
C 4.489 2.020 -0.473
C -5.424 -0.490 -0.721
C 2.340 7.074 -4.127
C 4.524 0.649 6.125
C 3.337 7.694 -5.117
C 4.154 -3.875 0.174
C -3.403 -1.643 -0.020
C -4.685 0.192 -1.680
C 7.214 1.954 4.979
C -0.465 3.293 -0.482
C 5.341 1.905 6.462
C 3.314 1.275 -1.131
C -0.708 -9.794 1.893
C 4.366 0.416 4.627
C -11.018 1.909 0.430
C -10.798 -0.285 -0.876
C 2.052 0.997 -0.323
C -4.766 -1.395 0.105
H 3.523 0.803 6.541
H 0.177 -8.197 -0.736
H -0.379 3.313 -2.560
H -2.068 -8.117 1.540
H 1.472 4.352 -1.582
H 8.252 2.279 5.049
H -11.774 2.671 -1.864
H 1.993 4.960 -6.088
H -10.489 3.865 -2.122
H -1.407 -7.418 -0.449
H -6.483 -0.304 -0.644
H -10.581 -1.344 -0.743
H -10.224 0.055 -1.738
H 6.640 2.722 4.454
H -0.766 1.118 -2.294
H 2.035 -3.639 0.106
H 3.726 0.312 -1.412
H -2.922 -2.360 0.622
H 1.994 7.781 -6.624
H -2.623 0.686 1.210
H -8.598 1.120 -0.131
H -2.731 -0.424 2.580
H 3.071 1.752 -2.069
H -12.088 1.908 0.185
H 4.219 -1.420 -2.806
H 3.931 8.419 -4.552
H -0.878 0.608 -0.126
H -11.860 -0.187 -1.111
H -5.346 -1.905 0.859
H 5.134 7.204 -6.206
H -10.128 2.150 -2.324
H -1.006 -7.945 2.934
H -2.604 1.295 2.862
H 3.588 -0.322 4.439
H 7.188 1.024 4.406
H -0.787 4.325 -0.624
H 5.115 1.340 0.094
H 6.064 -0.608 6.488
H 2.856 6.440 -3.393
H -0.334 -10.253 -0.207
H 1.710 1.921 0.128
H 2.247 4.558 -4.362
H -1.380 2.735 -0.316
H 0.631 4.469 -5.081
H -10.876 -0.055 1.234
H -0.974 -0.911 -2.226
H 4.084 1.332 4.111
H -1.317 -10.256 2.675
H 6.333 -2.333 -1.901
H -10.927 2.282 1.453
H -5.152 0.889 -2.358
H 2.098 9.158 -5.810
H -8.747 0.901 1.448
H 4.979 2.774 5.897
H 3.833 6.059 -6.474
H -2.777 0.479 -2.569
H -0.901 -2.214 -1.103
H -2.046 -10.219 0.235
H 5.096 -0.439 7.755
H 0.744 1.304 -3.088
H -1.025 -11.574 0.716
H 0.076 -6.447 -0.539
H 4.112 -4.553 1.011
H 1.867 7.887 -3.571
H 4.729 6.033 -4.950
H 6.315 -3.882 0.006
H 5.282 0.036 4.173
H 5.195 2.132 7.523
H 5.125 2.360 -1.283
H 1.265 -9.485 1.587
H 0.176 3.295 0.395
H 0.904 -9.674 3.138
H 0.265 0.312 4.315
*
```

As for the SMILES: C[C@@H](O)C[C@]1(OC(=O)c2ccccc2)[C@@H](Cc2ccccc2)[C@](N=C=S)(P(C)O)OS(=O)(=O)[C@H]1CCC(F)(F)F.COC[C@@H](C)N.COC[C@@H](C)N.COC[C@@H](C)N.COC[C@@H](C)N. As for the total energy: -113820.267 eV.

Löwdin population analysis, charges in e, atoms 1 to 8: S 0.65; S 0.82; P 0.95; F 0.14; F 0.11; F 0.14; O -0.29; O -0.05

***

# 2
A 4-piece molecular cluster, C42H74BrN2O12S3 overall at a distorted geometry. Source: OMol25; level of theory: ωB97M-V/def2-TZVPD.

Structure (ORCA input):
```
! RIJCOSX wB97M-V def2-TZVPD def2/J DEFGRID3
* xyz 1 1
Br 0.830 8.667 -2.931
S -2.450 6.094 2.173
S 2.556 6.965 3.365
S 4.033 4.820 4.534
O -4.699 -4.508 0.683
O 5.384 -5.169 -2.285
O -1.034 -9.109 -2.025
O 2.698 -4.118 -0.382
O -1.831 -3.722 -1.081
O -3.253 7.263 2.411
O -1.546 5.602 3.162
O 1.020 -9.112 0.293
O 5.471 -2.827 -0.269
O 0.024 7.605 -0.567
O -4.635 -2.580 -1.688
O -1.430 -11.551 -0.232
N 2.862 4.597 2.100
N -2.048 8.547 -0.592
C 5.139 4.495 1.270
C -1.795 8.096 -1.992
C -1.078 -8.504 -0.745
C 4.353 -2.493 -1.073
C -3.579 -2.074 -0.893
C -1.580 6.352 0.628
C -5.230 10.649 -0.382
C -4.430 7.694 -0.498
C 6.247 3.802 0.803
C -0.752 2.426 1.757
C -5.576 -4.478 -0.431
C -5.350 -4.271 1.910
C -2.194 -2.396 -1.406
C 6.212 2.412 0.694
C 1.011 3.311 3.163
C -3.478 8.818 -0.165
C 5.878 -5.262 -3.602
C 3.018 -2.741 -0.411
C -0.851 -4.254 -1.946
C -1.059 7.780 0.316
C -0.654 8.693 1.449
C 2.406 -8.863 0.271
C -3.897 10.112 -0.879
C -0.165 2.580 3.010
C 3.988 3.809 1.653
C 6.391 -4.848 -1.342
C -0.170 3.034 0.645
C 1.943 -4.494 0.748
C -0.467 -10.405 -2.132
C 1.601 3.897 2.050
C 1.317 7.118 2.054
C -4.873 -3.979 -1.671
C 0.286 8.129 2.530
C 3.121 5.322 3.296
C 0.262 -8.035 -0.226
C 3.951 2.425 1.557
C 5.798 -4.199 -0.114
C -2.671 -12.003 0.258
C 5.064 1.733 1.077
C -1.365 -11.519 -1.647
C -0.369 7.554 -1.920
C 0.998 3.774 0.795
H 5.027 -5.428 -4.258
H 2.679 -8.040 0.943
H 2.905 -9.770 0.607
H 0.832 8.986 2.919
H 0.510 -10.456 -1.648
H 7.052 1.855 0.314
H -2.365 -11.384 -2.074
H 6.579 -6.097 -3.711
H -1.571 -9.145 -0.011
H -4.465 7.492 -1.565
H 4.945 -4.775 0.250
H -0.613 2.112 3.872
H 3.042 -2.329 0.606
H -5.261 10.680 0.702
H -5.892 -3.318 1.894
H -1.178 -4.220 -2.991
H -3.958 9.911 -1.946
H -1.641 9.486 -0.573
H -2.847 -13.055 0.004
H 0.808 -7.539 -1.038
H -0.727 5.683 0.604
H -0.597 2.927 -0.339
H 6.380 -4.334 -3.903
H -1.476 -1.705 -0.939
H -2.250 6.024 -0.163
H 2.461 -4.226 1.676
H 4.405 -2.975 -2.051
H -2.540 7.427 -2.394
H -1.646 1.834 1.643
H -0.289 7.756 3.366
H -6.052 -5.075 2.157
H 2.242 -2.210 -0.983
H -3.698 -0.988 -0.940
H 4.434 -1.414 -1.229
H -3.275 5.086 1.809
H -5.429 7.979 -0.198
H -5.391 11.639 -0.789
H -2.168 -2.244 -2.492
H 5.004 0.659 1.001
H 6.904 -5.771 -1.038
H -6.438 -3.834 -0.222
H 1.468 3.399 4.135
H 0.091 -7.307 0.580
H -0.699 -5.295 -1.666
H 0.891 6.135 1.903
H 1.792 7.472 1.147
H 2.751 -8.623 -0.741
H -3.138 10.872 -0.686
H 6.566 -4.210 0.662
H -6.056 10.038 -0.730
H -0.318 -10.556 -3.203
H 1.825 -5.575 0.715
H -4.583 -4.225 2.681
H 7.130 -4.170 -1.787
H 5.176 5.572 1.341
H -1.700 -7.615 -0.882
H -1.776 8.989 -2.602
H 3.080 1.861 1.845
H -3.679 -2.379 0.152
H 7.134 4.340 0.512
H -3.955 -4.543 -1.848
H -4.212 6.766 0.013
H 0.100 -3.717 -1.842
H -0.273 6.536 -2.271
H -5.941 -5.495 -0.625
H 1.487 4.234 -0.050
H -0.959 -12.474 -2.008
H -1.569 9.010 1.937
H -3.497 9.015 0.898
H -0.198 9.571 0.995
H 0.950 -4.027 0.733
H -5.543 -4.158 -2.514
H -2.648 -11.903 1.342
H -3.497 -11.399 -0.134
*
```

As for the energy above the lowest of the compared OMol25 structures with the same formula, charge and spin: 0.0000 eV.

Löwdin population analysis, charges in e, atoms 1 to 8: Br 0.84; S 0.71; S 0.97; S 0.74; O -0.20; O -0.20; O -0.12; O -0.20